[1]
This record from OMol25 describes a structure of composition C55H47FLiN3O6P4. The level of theory is wB97M-V/def2-TZVPD.

Results
Orbital gap   8.032 eV
HOMO   -7.9 eV
Calculated total energy   -4212.9030 hartree
Strongest force on any atom   0.0081 hartree/bohr

The geometry in ORCA input format:
```
! RIJCOSX wB97M-V def2-TZVPD def2/J DEFGRID3
* xyz 0 1
C 0.81 0.10 -3.34
H -4.85 -2.02 1.56
C 3.32 2.63 -3.18
H -4.63 6.72 -1.93
H 4.01 1.80 -3.25
H 8.89 -1.73 -1.19
C -3.22 -0.59 4.93
F -1.04 -7.27 -0.15
H 1.20 -5.06 1.91
C -0.45 0.58 -3.69
H -1.04 -1.30 -6.44
C -3.07 -1.91 4.50
C 3.66 3.86 -3.72
C -4.23 5.85 -1.44
C 1.39 -0.89 -4.12
C 2.10 2.46 -2.54
C -1.01 -6.46 -1.22
C -3.84 1.18 1.22
O 0.43 0.67 1.59
H -0.57 3.89 4.16
O -1.65 1.36 -0.45
H -0.64 -1.49 2.19
C 1.23 3.54 -2.43
H 4.75 -2.78 -0.98
O 0.06 -8.09 -2.59
H -2.04 -3.25 3.16
C -3.16 3.61 -0.18
C -1.50 -2.33 -0.78
C 1.56 4.77 -2.98
C -4.89 1.83 1.88
H 1.18 -2.17 -5.82
C -5.92 1.08 2.43
P -2.47 2.12 0.54
H 2.81 3.47 6.74
H 1.88 0.38 3.93
H -3.95 -0.35 5.69
H 3.05 5.89 -4.05
Li -0.27 0.12 -0.04
C 6.84 -2.39 -1.15
C 1.08 3.81 5.51
H -4.30 4.63 -3.20
H -3.34 2.64 -2.09
C 1.65 1.33 4.39
H -0.93 1.32 -3.06
H -3.07 4.86 1.58
H 8.36 0.52 -0.31
H 3.22 -0.72 -2.30
C -0.52 -0.89 -5.58
P -0.43 1.30 2.64
H -2.11 3.06 2.74
H -0.12 -6.37 -4.36
C 2.79 -2.07 1.89
H -4.02 6.83 0.46
H 2.36 -1.30 -3.89
C 5.53 -2.05 -0.85
H -2.09 0.47 -5.06
N 2.99 0.00 -1.62
C 5.23 -0.78 -0.37
C -3.88 5.91 -0.10
O -0.61 -1.45 -0.88
C 2.12 -2.69 -0.33
C 2.17 3.08 5.95
H -1.61 -2.43 -2.96
N -1.44 -4.35 -2.23
C -1.97 -2.98 -2.10
C 2.78 4.93 -3.63
H 0.28 3.42 -1.91
C -4.87 -0.94 1.65
C -2.42 0.40 4.38
H 3.26 -1.36 2.57
H 4.61 3.99 -4.22
H -0.77 3.41 1.61
H 0.88 5.61 -2.89
C 2.45 1.84 5.39
C -1.10 0.09 -4.81
C -4.04 4.67 -2.15
H -6.73 1.58 2.94
C -5.91 -0.30 2.31
C 1.64 -4.14 1.53
C 0.55 2.06 3.94
C 7.86 -1.46 -0.96
C 0.27 3.31 4.50
H 7.07 -3.38 -1.53
P 1.54 0.86 -1.85
C -3.51 3.56 -1.53
H 6.02 1.12 0.22
C -1.48 -5.21 -1.15
C 7.57 -0.20 -0.47
C 2.75 -1.79 0.52
H -6.72 -0.88 2.74
O -2.04 -2.72 0.27
H -3.03 -0.72 0.60
H -1.89 -4.79 -0.24
H 3.31 1.27 5.73
C -1.47 2.64 1.96
C 2.24 -3.24 2.39
C 0.73 -1.39 -5.24
C -3.84 -0.20 1.10
H 2.02 -2.46 -1.38
C -2.14 -2.23 3.53
O -1.03 -4.10 -4.47
H -2.54 1.42 4.72
H 2.28 -3.44 3.46
C 6.26 0.14 -0.17
H -4.91 2.91 1.96
C -0.99 -4.77 -3.46
C -3.34 4.79 0.53
H 0.87 4.78 5.94
C -1.34 -1.24 2.97
C -1.49 0.08 3.40
C -0.42 -6.99 -2.44
P 3.52 -0.22 -0.01
H 1.09 -4.56 -0.50
H -3.06 -3.02 -2.10
H -3.69 -2.68 4.93
C 1.58 -3.86 0.17
N -0.47 -6.06 -3.47
*
```

=====

[2]
This record from OMol25 describes a cluster of 12 separate species, H24O12 in total. The level of theory is wB97M-V/def2-TZVPD.

Results
Orbital gap   7.974 eV
HOMO   -9.1 eV
Energy relative to the best compared isomer or geometry (same formula, charge and spin)   265.5 kJ/mol
Calculated total energy   -917.2242 hartree
Strongest force on any atom   0.0660 hartree/bohr

The geometry in ORCA input format:
```
! RIJCOSX wB97M-V def2-TZVPD def2/J DEFGRID3
* xyz 0 1
H 19.31 2.35 16.41
H 19.50 3.82 16.16
O 18.24 5.58 12.39
H 15.21 8.18 14.21
H 19.12 5.89 12.54
O 18.93 3.23 16.62
O 17.12 3.84 18.83
H 16.46 1.88 16.12
H 19.92 2.46 12.85
H 16.78 2.99 19.18
O 15.57 7.31 14.04
H 18.79 6.21 15.73
O 16.04 1.37 16.81
O 17.75 5.16 15.01
H 16.43 7.63 13.99
O 15.45 4.34 16.52
O 19.15 2.73 13.36
H 16.06 7.45 15.79
H 20.15 6.67 15.86
H 15.90 2.12 13.66
H 17.99 4.32 15.36
H 17.89 5.23 14.08
O 16.39 7.67 16.67
H 17.26 2.71 13.76
O 19.27 7.01 15.91
O 16.46 2.62 14.27
H 17.81 3.66 18.17
H 16.05 4.89 16.07
H 17.33 7.48 16.57
H 21.35 3.68 14.70
O 20.73 4.41 14.84
H 15.93 4.12 17.33
H 18.07 6.10 11.58
H 20.83 5.08 14.14
H 19.61 3.46 13.72
H 16.40 0.51 16.74
*
```